# 1
Formula: C56H48BClN4O3PS2Sc
Source: the Open Molecules 2025 dataset
Level of theory: the ωB97M-V functional and the def2-TZVPD basis

Output
- E_HOMO (spin up / spin down): -10.673 / -10.813 eV
- HOMO-LUMO gap (spin up / spin down): 5.15 / 5.17 eV
- Energy above the lowest of the compared OMol25 structures with the same formula, charge and spin: 0.0 kcal/mol
- Largest force on an atom: 0.0437 Eh/bohr
- DFT total energy: -135803.3786 eV
- Charge: +2

Each line ends with the Löwdin charge.
Element x y z (Å)
Sc  -1.493570  -2.011415  -0.013348  0.9232
Cl  -1.235151  -1.392842  2.459250  0.7047
C  0.299126  -1.662993  3.317100  -0.5796
C  0.350882  -2.463882  4.469209  -0.0871
C  1.501369  -2.546697  5.257082  -0.0449
C  2.640866  -1.879958  4.795439  -0.0427
C  2.579295  -1.116510  3.643440  -0.0595
C  1.389064  -0.953887  2.907070  -0.3972
P  1.210742  0.205595  1.501864  1.0572
C  2.734422  -0.241351  0.577941  -0.3882
C  3.322354  0.754645  -0.203860  -0.1096
C  4.398277  0.440356  -1.030570  -0.0636
C  4.930219  -0.846843  -1.065096  -0.0589
C  4.306011  -1.843330  -0.296290  -0.0614
C  3.175783  -1.568491  0.487818  -0.0925
C  1.452451  1.735288  2.380494  -0.4048
C  2.718166  2.178638  2.685724  -0.0958
C  2.897415  3.191240  3.651267  -0.0463
C  1.806792  3.749039  4.338621  -0.0512
C  0.527379  3.294406  4.002452  -0.0666
C  0.361770  2.343472  3.003021  -0.1032
H  -0.606516  -2.901309  4.773070  0.1189
H  1.438779  -3.129137  6.179459  0.1259
H  3.607591  -1.948770  5.318808  0.1279
H  3.460496  -0.609963  3.216627  0.1250
H  2.962887  1.763359  -0.102041  0.0905
H  4.818354  1.220076  -1.639909  0.1058
H  5.839538  -1.036617  -1.632613  0.1141
H  4.705222  -2.865212  -0.299089  0.1140
H  2.764344  -2.341700  1.147560  0.1020
H  3.578739  1.730663  2.213594  0.0977
H  3.949498  3.466243  3.851747  0.1183
H  1.939867  4.543390  5.091674  0.1205
H  -0.353407  3.669184  4.537117  0.1176
H  -0.661735  1.995839  2.813491  0.1049
S  1.672807  -5.775114  2.940963  1.0475
C  2.203612  -7.088774  3.833520  -0.4240
C  1.415654  -8.191657  3.680000  -0.1615
C  0.309218  -7.975171  2.808101  -0.0849
C  0.329383  -6.680096  2.294222  -0.4586
C  -0.610556  -6.053761  1.342509  -0.1938
C  -0.385062  -4.745661  0.945975  -0.0861
N  -1.331765  -4.063864  0.240802  -0.0373
C  -2.530030  -4.735775  -0.153896  -0.1237
C  -2.789009  -6.070051  0.262055  -0.1211
C  -4.077922  -6.609450  -0.023950  -0.0025
C  -5.062664  -5.923082  -0.664551  0.0226
C  -4.726923  -4.616765  -1.196546  -0.1056
C  -5.614148  -3.842749  -1.969769  0.0760
C  -5.330524  -2.502547  -2.241537  -0.2202
C  -4.178444  -1.913565  -1.811418  -0.0444
N  -3.271150  -2.600468  -1.052665  -0.0117
C  -3.503013  -3.968543  -0.825939  -0.1380
C  -6.307099  -1.808400  -3.065628  -0.4871
C  -6.878882  -2.343691  -4.197437  -0.1107
C  -7.571558  -1.378364  -4.974544  -0.1537
C  -7.534072  -0.129178  -4.396431  -0.3760
S  -6.734164  -0.120609  -2.864362  1.0507
C  -1.787310  -6.750283  0.999132  0.0824
H  3.073403  -6.982434  4.451359  0.0725
H  1.612029  -9.138127  4.184453  0.1175
H  -0.489569  -8.704987  2.550493  0.1244
H  0.577609  -4.258686  1.142180  0.0960
H  -4.206309  -7.622588  0.363642  0.1307
H  -6.064349  -6.298903  -0.837871  0.1289
H  -6.580222  -4.231166  -2.300828  0.1408
H  -3.970627  -0.889059  -2.056039  0.0991
H  -6.733633  -3.405341  -4.462514  0.1293
H  -8.136603  -1.590325  -5.884056  0.1167
H  -8.018613  0.760506  -4.746631  0.0684
H  -1.918599  -7.767594  1.307948  0.1150
C  0.204403  -2.053535  -3.732873  0.0458
C  0.104770  -1.191561  -2.547218  -0.4312
O  -0.126588  -1.882936  -1.487443  -0.1236
N  0.332260  0.107410  -2.554769  0.1476
C  -0.285775  1.112578  -3.454785  -0.0616
C  -1.559392  1.620402  -2.829321  -0.1794
C  -2.719210  1.766265  -3.495396  -0.0067
C  -3.942740  1.919296  -2.764443  -0.0926
C  -3.954598  1.938007  -1.360306  -0.0844
C  -2.755274  1.829200  -0.717258  -0.0710
N  -1.543817  1.881888  -1.419422  0.0976
H  -0.285726  -2.990870  -3.573075  0.0916
H  1.292900  -2.207377  -3.889316  0.1309
H  -0.214049  -1.574659  -4.636618  0.1051
H  0.541319  0.506937  -1.625078  0.1246
H  -0.555074  0.639396  -4.379957  0.1187
H  0.424211  1.905109  -3.721063  0.1402
H  -2.721109  1.729301  -4.574672  0.1268
H  -4.906991  2.017085  -3.251733  0.0723
H  -4.852476  2.180447  -0.760480  0.1322
H  -2.613808  1.831176  0.369407  0.1255
C  3.867357  7.969413  0.593606  -0.0553
C  3.804818  6.831580  -0.443000  -0.5785
C  4.008906  7.345872  -1.880233  -0.0352
C  4.960481  5.881045  -0.139040  -0.0462
C  2.511474  6.104865  -0.400745  -0.1643
C  1.473730  6.578647  0.390911  -0.0169
C  0.315525  5.854116  0.638507  0.0409
C  0.244443  4.606892  0.054944  -0.1633
O  -0.808707  3.675704  0.066589  0.2035
B  -0.485303  2.745458  -0.894416  -0.6468
O  0.740623  3.010676  -1.523839  0.1784
C  1.163315  4.176216  -0.863455  -0.1791
C  2.313204  4.884679  -1.146476  0.0901
H  4.858764  8.414724  0.590928  0.0880
H  3.686483  7.564595  1.586872  0.0878
H  3.129838  8.764355  0.388604  0.0933
H  4.897881  7.988665  -1.913684  0.0917
H  3.133780  7.899115  -2.285112  0.1023
H  4.177925  6.467333  -2.530968  0.0831
H  5.906912  6.456763  -0.152469  0.1036
H  5.007194  5.084839  -0.869552  0.0684
H  4.870288  5.432714  0.832236  0.0784
H  1.573397  7.574271  0.859747  0.1170
H  -0.434816  6.265759  1.298580  0.1293
H  3.051035  4.433941  -1.811583  0.1290

Atoms 1-3, force components in eV/Å:
Sc 0.28 0.23 -0.41
Cl -0.63 -0.37 1.00
C 0.67 -0.57 1.15

---

# 2
Formula: C33H33BiBrNO2Si
Source: the Open Molecules 2025 dataset
Level of theory: the ωB97M-V functional and the def2-TZVPD basis

Output
- E_HOMO: -0.158 eV
- HOMO-LUMO gap: 4.24 eV
- Largest force on an atom: 0.0321 Eh/bohr
- DFT total energy: -124099.7982 eV
- Charge: -2

Each line ends with the Löwdin charge.
Element x y z (Å)
Bi  -0.382861  1.842450  0.701114  1.2499
C  0.597139  0.335450  2.317414  -0.4839
Si  0.188739  -1.481450  2.114614  0.6259
C  -1.127461  -1.786050  0.730714  -0.2517
N  -0.746161  -1.134950  -0.505686  -0.2713
C  -1.826161  -0.723850  -1.374386  -0.2318
C  -2.558261  -1.905350  -2.042586  -0.1658
C  -1.565461  -3.036050  -2.341986  -0.2131
C  -0.170561  -2.458050  -2.553186  -0.1809
C  0.315439  -1.776850  -1.257586  -0.1940
C  1.710339  -2.554750  1.714614  -0.2511
C  1.790339  -3.905150  2.055614  -0.1208
C  2.924839  -4.651650  1.797014  -0.1100
C  4.017639  -4.065250  1.178014  -0.1130
C  3.944339  -2.736150  0.788614  -0.0893
C  2.806839  -2.000150  1.056814  -0.0997
C  -0.509261  -2.227850  3.719714  -0.2329
C  -1.863761  -2.112650  4.045914  -0.0966
C  -2.381461  -2.634950  5.214514  -0.1085
C  -1.551661  -3.290450  6.115014  -0.1156
C  -0.190261  -3.369850  5.839214  -0.1080
C  0.313639  -2.836250  4.671014  -0.1165
H  1.664539  0.521050  2.260314  -0.0388
H  0.253139  0.724550  3.275114  -0.0444
H  -2.077761  -1.345950  1.036814  0.0793
H  -1.317261  -2.867050  0.604414  0.0801
H  -1.392161  -0.079050  -2.144886  0.1169
H  -2.536061  -0.109950  -0.819286  0.0857
H  -3.017161  -1.542750  -2.963386  0.1066
H  -3.360561  -2.271750  -1.395786  0.0985
H  -1.877661  -3.596950  -3.228086  0.0946
H  -1.530361  -3.741750  -1.507586  0.0924
H  -0.219361  -1.735850  -3.369386  0.1073
H  0.528539  -3.247850  -2.848086  0.1015
H  1.065239  -1.013850  -1.509486  0.1088
H  0.802839  -2.521650  -0.624086  0.0956
H  0.947139  -4.386950  2.532914  0.0967
H  2.959339  -5.700650  2.073414  0.0913
H  4.916039  -4.641950  0.998214  0.0884
H  4.775839  -2.272950  0.272414  0.1004
H  2.754939  -0.972850  0.735014  0.1013
H  -2.516861  -1.595750  3.358514  0.0952
H  -3.438361  -2.534950  5.437914  0.0942
H  -1.955461  -3.734150  7.017914  0.0877
H  0.474539  -3.850950  6.549414  0.0923
H  1.375339  -2.891650  4.472214  0.0955
Br  -5.674361  4.392350  -3.252286  0.6986
C  -3.988361  5.001750  -2.574286  -0.6114
C  -3.777961  6.368650  -2.548686  -0.1694
C  -2.571361  6.842450  -2.067486  -0.1267
C  -1.592661  5.948450  -1.659486  -0.0923
C  -1.829061  4.585350  -1.704886  -0.0356
C  -3.050761  4.083250  -2.144686  -0.1582
C  -3.381261  2.550250  -2.031386  -0.7787
O  -3.384461  1.917050  -3.084786  -0.0404
O  -3.610761  2.212850  -0.864886  -0.0719
H  -4.544461  7.050350  -2.892486  0.0800
H  -2.404361  7.910850  -2.013886  0.0854
H  -0.644061  6.324850  -1.299986  0.0973
H  -1.066661  3.888250  -1.386686  0.0617
C  1.347639  2.180750  -0.307086  -0.4718
C  2.342639  2.516450  -1.155586  -0.4494
C  2.481639  1.934650  -2.463386  -0.1037
C  3.473039  2.323250  -3.320986  -0.1669
C  4.408739  3.296650  -2.962986  -0.1909
C  4.318439  3.865850  -1.691286  -0.1739
C  3.337339  3.495250  -0.812486  -0.1151
H  1.756339  1.188550  -2.765086  0.0815
H  3.529839  1.877950  -4.313686  0.0834
H  5.186339  3.599050  -3.658386  0.0578
H  5.042539  4.624550  -1.396886  0.0796
H  3.281639  3.941750  0.174714  0.0826

Atoms 1-3, force components in eV/Å:
Bi 0.98 -0.01 -0.13
C -0.40 -0.73 -0.24
Si -0.20 0.65 -0.27

---

# 3
Formula: C52H37BrN2O31
Source: the Open Molecules 2025 dataset
Level of theory: the ωB97M-V functional and the def2-TZVPD basis

Output
- SMILES string: [H]/N=C/CC1=C(N)C(=O)C(CC(=O)Br)=CC1=O.O=C1C=C(O)C(=O)C=C1O.O=C1C=C(O)C(=O)C=C1O.O=C1C=C(O)C(=O)C=C1O.O=C1C=C(O)C(=O)C=C1O.O=C1C=C(O)C(=O)C=C1O.O=C1C=C(O)C(=O)C=C1O.O=C1C=C(O)C(=O)C=C1O
- E_HOMO: -9.190 eV
- HOMO-LUMO gap: 7.23 eV
- Largest force on an atom: 0.0993 Eh/bohr
- DFT total energy: -191010.7673 eV

Each line ends with the Löwdin charge.
Element x y z (Å)
N  0.589222  -2.621286  3.374838  0.0779
C  0.138969  -2.835950  2.149788  -0.1784
C  1.159319  -3.121063  0.920921  -0.0956
C  1.899406  -1.733653  0.635474  -0.0621
C  3.045241  -1.382875  1.414159  -0.1493
N  3.620411  -2.248648  2.458765  0.0599
C  3.700150  0.059833  1.090193  -0.1962
O  4.938371  0.231078  1.053110  0.0672
C  2.617282  1.219026  0.776793  -0.0882
C  2.723817  2.714777  1.321106  -0.1184
C  4.133760  3.417658  1.074502  -0.7040
O  4.981502  3.082984  0.238822  0.0092
Br  4.556386  4.993386  2.236869  0.6163
C  1.472812  0.866293  -0.005800  0.0822
C  1.415446  -0.677318  -0.480368  -0.2410
O  1.057950  -1.016799  -1.637331  0.0458
H  -0.224091  -2.486632  4.013253  0.0208
H  -1.003277  -2.848845  1.976863  0.0873
H  1.904523  -3.897732  1.290889  0.1099
H  0.562761  -3.454078  0.009091  0.1109
H  4.647579  -2.080622  2.450886  0.0811
H  3.323167  -1.803399  3.351779  0.0725
H  1.832386  3.335302  0.936134  0.1204
H  2.583445  2.655450  2.463381  0.1277
H  0.635804  1.601732  -0.261565  0.0892
C  -2.750567  -6.822001  6.783577  0.0812
C  -3.205085  -7.393711  5.666145  -0.2174
C  -3.156194  -6.684391  4.355519  -0.3085
O  -3.562607  -7.243864  3.351042  0.0933
C  -2.617048  -5.322130  4.330908  0.0815
C  -2.165743  -4.749775  5.448024  -0.2114
C  -2.189017  -5.467676  6.753656  -0.3088
O  -1.751167  -4.919282  7.750022  0.1164
O  -1.664428  -3.484847  5.438122  0.0741
O  -3.731120  -8.648890  5.677742  0.0983
H  -2.778064  -7.326033  7.740417  0.1387
H  -2.603117  -4.812142  3.376855  0.1298
H  -1.404436  -3.300174  6.362316  0.1220
H  -3.984372  -8.833470  4.752185  0.1177
C  -1.870266  5.549472  -2.318898  0.0896
C  -1.289525  4.682580  -1.487848  -0.2087
C  -1.632789  3.231776  -1.515122  -0.2797
O  -1.068463  2.461657  -0.753450  0.0706
C  -2.652829  2.783948  -2.467094  0.0886
C  -3.236583  3.652264  -3.296294  -0.2115
C  -2.873541  5.098176  -3.287762  -0.3005
O  -3.413235  5.860822  -4.071044  0.1078
O  -4.187023  3.251621  -4.183366  0.1001
O  -0.358011  5.087787  -0.580894  0.0967
H  -1.629049  6.604350  -2.311546  0.1282
H  -2.904798  1.731799  -2.463860  0.1200
H  -4.450331  4.059989  -4.665077  0.1142
H  -0.092126  4.278883  -0.104393  0.0945
C  -3.966832  -3.670717  -0.225697  0.0821
C  -4.619887  -3.935728  -1.359601  -0.2172
C  -4.587909  -2.992143  -2.513747  -0.3093
O  -5.180401  -3.275812  -3.539472  0.1186
C  -3.836773  -1.742376  -2.359215  0.0842
C  -3.186575  -1.475619  -1.224392  -0.2084
C  -3.196385  -2.432563  -0.080280  -0.2908
O  -2.575353  -2.165309  0.937278  0.0682
O  -2.488021  -0.317804  -1.067424  0.0800
O  -5.340651  -5.078654  -1.508541  0.1026
H  -3.980388  -4.348170  0.617972  0.1341
H  -3.836087  -1.058435  -3.197303  0.1373
H  -2.109165  -0.361019  -0.167936  0.1146
H  -5.712805  -5.035214  -2.411202  0.1187
C  -0.715385  6.212705  -9.837143  0.0811
C  -0.267006  6.585714  -8.636257  -0.2148
C  -1.029010  6.276871  -7.392538  -0.2914
O  -0.580547  6.615820  -6.309318  0.0953
C  -2.306678  5.571949  -7.526152  0.0856
C  -2.757094  5.201797  -8.726642  -0.2156
C  -1.982290  5.486106  -9.968216  -0.3108
O  -2.415698  5.117038  -11.045779  0.1144
O  -3.942487  4.549058  -8.865841  0.0982
O  0.904913  7.262432  -8.498559  0.1003
H  -0.171518  6.428416  -10.747058  0.1386
H  -2.857407  5.369980  -6.616983  0.1186
H  -4.041315  4.392258  -9.825452  0.1177
H  1.006216  7.413882  -7.538775  0.1156
C  1.542815  -10.207434  1.448258  0.0780
C  0.444142  -10.964657  1.405206  -0.2220
C  -0.897038  -10.408156  1.744499  -0.3079
O  -1.881190  -11.123919  1.676213  0.1133
C  -0.973574  -9.002992  2.156574  0.0825
C  0.125196  -8.247040  2.202943  -0.2144
C  1.461800  -8.795818  1.837471  -0.3117
O  2.440850  -8.070602  1.874097  0.1135
O  0.068730  -6.940984  2.586636  0.0854
O  0.503361  -12.276564  1.048514  0.0950
H  2.521222  -10.598207  1.202486  0.1377
H  -1.949513  -8.615477  2.417144  0.1110
H  0.988992  -6.614899  2.536153  0.1127
H  -0.417695  -12.599585  1.093566  0.1163
C  -0.019471  10.319436  -3.046414  0.0779
C  -0.479569  9.728328  -4.151884  -0.2140
C  -0.449164  10.420064  -5.473103  -0.3055
O  -0.860266  9.843102  -6.465350  0.1107
C  0.078095  11.787533  -5.521037  0.0778
C  0.534658  12.379130  -4.414968  -0.2221
C  0.529546  11.677596  -3.099571  -0.3144
O  0.971575  12.243030  -2.114177  0.1105
O  1.024368  13.648232  -4.443477  0.0955
O  -0.993973  8.470215  -4.118506  0.0803
H  -0.033600  9.828270  -2.082573  0.1361
H  0.078405  12.284768  -6.481700  0.1371
H  1.290029  13.844537  -3.523757  0.1168
H  -1.254297  8.270179  -5.040105  0.0846
C  5.957935  -3.124895  8.008078  0.0785
C  5.298550  -3.381208  6.876156  -0.2174
C  5.327410  -2.430935  5.727859  -0.2862
O  4.727678  -2.707945  4.701966  0.0788
C  6.082490  -1.184187  5.885307  0.0833
C  6.739193  -0.926122  7.018616  -0.2200
C  6.732820  -1.889081  8.156824  -0.3123
O  7.358796  -1.628236  9.169339  0.1138
O  7.441789  0.226954  7.180633  0.0994
O  4.572974  -4.522209  6.723478  0.0987
H  5.946936  -3.806948  8.847735  0.1380
H  6.080924  -0.495053  5.051113  0.1383
H  7.823585  0.174296  8.078705  0.1177
H  4.196219  -4.472336  5.822887  0.1192

Atoms 1-3, force components in eV/Å:
N -1.41 -0.36 -2.84
C 0.39 -0.10 1.90
C -0.66 1.39 0.71